# 1
Computed, not measured: the ion C5H4N with charge +1, with ωB97M-V with the def2-TZVPD basis set.

Geometry as ORCA input:
```
! wB97M-V def2-TZVPD RIJCOSX def2/J DEFGRID3
* xyz 1 1
C 3.477 0.408 0.737
C 2.221 0.125 0.462
C -0.185 0.498 -1.484
C -0.099 0.083 -0.283
C -1.309 -0.484 0.503
N 1.038 0.212 0.471
H -0.426 0.501 -2.458
H -0.872 -0.667 1.484
H -1.907 -1.177 -0.065
H -1.938 0.501 0.634
*
```

The energy above the lowest of the compared OMol25 structures with the same formula, charge and spin comes out at 149.4 kcal/mol. The calculation puts the largest force on an atom at 4.052 eV/Å.

=====

# 2
Computed, not measured: the molecule C5H4N2, with ωB97M-V with the def2-TZVPD basis set.

Geometry as ORCA input:
```
! wB97M-V def2-TZVPD RIJCOSX def2/J DEFGRID3
* xyz 0 1
C -1.561 -2.334 -0.407
C -1.057 -1.300 -0.037
C -0.253 -0.177 0.220
C 1.067 -0.205 0.730
N 1.648 0.975 0.624
N 0.720 1.752 0.038
C -0.430 1.110 -0.238
H -1.398 -3.044 -1.175
H 1.594 -1.062 1.131
H 0.934 2.720 -0.131
H -1.264 1.565 -0.754
*
```

Its structure (SMILES) is C#Cc1cn[nH]c1. The energy above the lowest of the compared OMol25 structures with the same formula, charge and spin comes out at 54.4 kcal/mol. The calculation puts the largest force on an atom at 1.125 eV/Å.

=====

# 3
Computed, not measured: the molecule C5H4N2, with ωB97M-V with the def2-TZVPD basis set.

Geometry as ORCA input:
```
! wB97M-V def2-TZVPD RIJCOSX def2/J DEFGRID3
* xyz 0 1
C -0.153 0.790 -0.902
C 0.007 -0.615 -1.027
C -0.558 1.261 0.395
C 0.053 -1.169 0.347
C -0.612 0.164 1.174
N -1.169 -0.957 0.951
N 0.983 -1.130 1.208
H 0.057 1.606 -1.682
H -0.067 -0.935 -2.061
H -0.413 2.167 0.821
H 1.871 -1.182 0.777
*
```

The energy above the lowest of the compared OMol25 structures with the same formula, charge and spin comes out at 148.4 kcal/mol. The calculation puts the largest force on an atom at 4.256 eV/Å.

=====

# 4
Computed, not measured: the molecule C5H4N2, with ωB97M-V with the def2-TZVPD basis set.

Geometry as ORCA input:
```
! wB97M-V def2-TZVPD RIJCOSX def2/J DEFGRID3
* xyz 0 1
C -1.855 -0.291 -1.698
C -1.474 -0.133 -0.559
C -0.655 -0.184 0.601
C 0.388 -0.909 -0.158
N 1.547 -0.337 -0.048
N 1.345 0.655 0.844
C 0.082 0.801 1.284
H -1.763 -0.408 -2.750
H 0.308 -1.773 -0.836
H 2.171 1.081 1.213
H -0.092 1.500 2.107
*
```

Its structure (SMILES) is C#Cc1cn[nH]c1. The energy above the lowest of the compared OMol25 structures with the same formula, charge and spin comes out at 96.4 kcal/mol. The calculation puts the largest force on an atom at 2.221 eV/Å.